A structure of composition C31H49ClFHoP, computed with ωB97M-V/def2-TZVPD.

Each line ends with the Mulliken charge.
CARTESIAN COORDINATES (ANGSTROEM)
Ho: -3.1160 0.6018 -0.5453  -0.217
Cl: -3.3877 2.7733 0.5538  -0.574
P: 0.5940 0.0105 0.0431  -0.120
C: 0.3609 1.4225 1.3494  0.081
H: -0.6923 1.7649 1.2408  -0.398
H: 0.4106 0.9310 2.3300  0.969
C: -0.5119 -0.1047 -1.4642  1.842
C: 0.1893 -1.6246 0.8718  1.083
C: 0.0244 -0.9259 -2.6671  -1.233
H: -1.3728 -0.7302 -1.0468  -0.781
C: -1.1168 -1.1731 -3.6637  -0.852
H: 0.8579 -0.3964 -3.1557  0.581
H: 0.4341 -1.9012 -2.3464  0.258
C: -1.8210 0.1053 -4.1324  -1.051
H: -0.7117 -1.6924 -4.5397  0.459
H: -1.8472 -1.8745 -3.2271  0.192
C: -2.1996 1.0445 -2.9588  0.893
H: -1.2007 0.6557 -4.8502  0.335
H: -2.7508 -0.1651 -4.6535  0.573
C: -1.0157 1.2610 -1.9716  -1.141
H: -2.5276 2.0276 -3.3063  0.604
H: -3.1863 0.5277 -2.6144  -0.894
H: -0.1784 1.7567 -2.4905  0.639
H: -1.2581 1.9874 -1.1416  0.046
C: 2.3386 0.0441 -0.4982  -0.132
C: 1.1161 -1.9516 2.0551  -0.781
H: -0.8137 -1.3774 1.2652  -0.606
C: 0.5330 -3.0976 2.8977  -0.842
H: 2.1037 -2.2594 1.6710  0.259
H: 1.2846 -1.0725 2.6960  0.457
C: 0.1961 -4.3473 2.0853  -0.886
H: 1.2411 -3.3571 3.6872  0.456
H: -0.3774 -2.7438 3.3970  0.347
C: -0.5979 -4.0273 0.8173  -0.705
H: 1.1197 -4.8697 1.8068  0.341
H: -0.3784 -5.0524 2.7003  0.422
C: -0.0072 -2.8751 -0.0061  -0.298
H: -0.6609 -4.9199 0.1848  0.464
H: -1.6318 -3.7715 1.0803  0.079
H: 0.9533 -3.1942 -0.4465  0.470
H: -0.6837 -2.6875 -0.8489  -0.310
C: 2.5531 1.2396 -1.4355  0.156
H: 2.8829 0.2447 0.4448  0.842
C: 4.0499 1.5297 -1.5633  -0.889
H: 2.1185 1.0309 -2.4264  0.328
H: 2.0409 2.1274 -1.0513  -1.093
C: 4.8334 0.2932 -2.0385  -0.734
H: 4.2023 2.3671 -2.2580  0.431
H: 4.4320 1.8444 -0.5785  0.359
C: 4.4957 -0.9874 -1.2610  -0.834
H: 4.6203 0.1319 -3.1045  0.312
H: 5.9079 0.4974 -1.9572  0.423
C: 2.9838 -1.2159 -1.1095  -0.399
H: 4.9540 -1.8530 -1.7575  0.397
H: 4.9328 -0.9239 -0.2561  0.393
H: 2.5511 -1.4260 -2.0994  0.188
H: 2.8019 -2.1004 -0.4844  0.048
C: 0.8656 3.8225 0.3206  -0.990
C: 1.1536 2.6595 1.3652  0.879
H: 1.4987 3.8261 -0.5742  0.340
C: 1.0791 3.2987 2.7835  -1.517
H: 2.2180 2.3732 1.1614  -0.025
C: -0.1918 4.1185 3.0096  -0.464
H: 1.1532 2.5000 3.5257  0.510
H: 1.9370 3.9584 2.9068  0.448
C: -0.1769 5.3559 2.1169  -0.903
H: -1.0825 3.5249 2.7777  0.224
H: -0.2506 4.4253 4.0643  0.315
C: 0.0360 4.9726 0.6049  -0.414
H: -1.1313 5.8935 2.1818  0.344
H: 0.6480 6.0241 2.4154  0.340
H: -0.9686 4.7194 0.2003  0.014
H: 0.4283 5.8392 0.0316  0.265
F: -6.3247 -3.3301 2.2309  -0.357
C: -5.1956 -2.7462 1.7036  0.544
C: -4.8645 -3.0420 0.3833  -0.880
C: -3.7296 -2.3981 -0.1737  -0.240
C: -3.0469 -1.4439 0.5828  0.284
C: -3.3382 -1.2414 1.9368  -0.081
C: -4.4699 -1.8717 2.5005  -1.003
H: -5.4623 -3.7493 -0.2008  0.367
H: -3.3830 -2.7124 -1.1722  0.213
H: -2.6960 -0.6300 2.5707  0.434
H: -4.7770 -1.6682 3.5249  0.395

Cartesian forces (eV/Å) of the 6 atoms listed first:
-1.07 -0.16 -0.03
-0.14 1.33 0.87
-0.01 -0.49 0.17
-2.61 -1.75 -0.57
0.20 -0.58 -0.10
0.07 -0.57 -0.17

Values from the calculation:
Multiplicity: 5
Net charge: -1
LUMO level (alpha / beta), eV: 2.17 / 2.16

A structure of composition C31H49F6GeN7O6S5Sr, computed with ωB97M-V/def2-TZVPD.

Each line ends with the Mulliken charge.
CARTESIAN COORDINATES (ANGSTROEM)
Sr: 0.0569 -1.3826 -1.1421  1.710
C: -0.9273 -2.1483 5.6063  -0.558
C: 0.5797 -1.9959 5.4441  -0.959
S: 1.2440 -2.1514 3.7721  0.386
C: 0.5410 -3.7287 3.2427  -1.411
C: -0.8292 -3.7278 2.5349  -1.239
S: -1.3082 -2.1677 1.7523  0.038
C: -2.9888 -1.9462 2.3567  -0.673
C: -3.1519 -1.8658 3.8796  -1.014
S: -1.9328 -0.8743 4.7854  -0.078
H: -1.1574 -2.1204 6.6726  0.507
H: -1.2499 -3.1213 5.2366  0.238
H: 1.0599 -2.7444 6.0804  0.392
H: 0.9229 -1.0205 5.7882  0.366
H: 0.4943 -4.3821 4.1164  0.567
H: 1.2877 -4.1592 2.5781  0.417
H: -1.6185 -3.9801 3.2428  0.681
H: -0.8315 -4.5049 1.7708  0.618
H: -3.6417 -2.7292 1.9668  0.537
H: -3.3027 -1.0119 1.8869  0.086
H: -3.1518 -2.8625 4.3203  0.441
H: -4.1344 -1.4413 4.0903  0.493
F: 4.5297 -3.8303 0.1711  -0.183
C: 4.5273 -2.5297 0.4172  0.533
F: 5.4971 -1.9439 -0.2668  -0.213
F: 4.7245 -2.3351 1.7098  -0.184
S: 2.8970 -1.7823 -0.0613  -0.345
O: 2.8988 -1.5142 -1.4854  -0.330
O: 2.7487 -0.6774 0.8288  0.159
N: 1.7807 -2.8578 0.2853  -0.327
S: 1.3330 -4.1628 -0.5218  1.133
O: 1.7840 -5.3485 0.1302  -0.633
O: -0.0740 -3.9769 -0.8286  -0.521
C: 2.0499 -4.2731 -2.2676  0.500
F: 1.6477 -5.4398 -2.7533  -0.217
F: 1.4986 -3.3194 -3.0416  -0.081
F: 3.3642 -4.1995 -2.3551  -0.197
C: -2.0247 0.6372 -5.3241  -1.136
Ge: -2.9458 -0.7753 -4.2918  0.499
C: -4.6020 0.0179 -3.5520  -1.211
C: -3.5825 -2.0754 -5.6371  -1.356
C: -1.7876 -1.5195 -2.9598  -1.309
H: -2.6407 0.9985 -6.1504  0.434
H: -1.0921 0.2494 -5.7414  0.283
H: -1.7752 1.4874 -4.6857  0.194
H: -5.4381 -0.2297 -4.2083  0.498
H: -4.5429 1.1067 -3.4895  0.265
H: -4.8298 -0.3780 -2.5596  0.314
H: -4.2249 -1.5991 -6.3816  0.379
H: -4.1534 -2.8658 -5.1456  0.361
H: -2.7420 -2.5408 -6.1563  0.344
H: -1.1676 -2.2181 -3.5467  0.309
H: -2.4423 -2.1989 -2.3763  0.369
O: 3.6351 -0.0683 5.8133  -0.472
C: 4.5950 0.2629 4.8214  -0.573
N: 3.8911 0.8061 3.6984  0.094
C: 4.2112 2.0199 3.1862  0.463
O: 5.1299 2.7015 3.6061  -0.703
C: 3.3722 2.5072 2.0400  0.687
C: 3.9105 3.4816 1.2096  -0.727
C: 3.1439 3.9609 0.1633  -0.974
C: 1.8685 3.4401 -0.0053  -0.567
N: 1.3345 2.5080 0.7771  0.129
C: 2.0800 2.0637 1.7875  -0.822
H: 4.0774 -0.5667 6.5073  0.287
H: 5.1632 -0.6257 4.5269  0.290
H: 5.2802 1.0346 5.1704  0.465
H: 3.1783 0.2384 3.2654  -0.130
H: 4.9065 3.8529 1.4101  0.503
H: 3.5187 4.7231 -0.5059  0.487
H: 1.2353 3.8016 -0.8096  0.711
H: 1.6150 1.3177 2.4255  0.698
N: 3.5725 3.9421 -5.8792  -0.488
C: 2.9927 3.1409 -5.2955  -0.264
C: 2.2667 2.1395 -4.5657  0.356
C: 2.3076 0.8074 -4.9637  -0.814
C: 1.6064 -0.1182 -4.2091  -0.974
N: 0.8807 0.2114 -3.1438  1.398
C: 0.8355 1.4898 -2.7875  -0.238
C: 1.5207 2.4971 -3.4484  -0.778
H: 2.8819 0.4980 -5.8245  0.546
H: 1.6260 -1.1686 -4.4759  0.523
H: 0.2381 1.7206 -1.9101  0.455
H: 1.4679 3.5235 -3.1180  0.589
C: -2.4117 4.7732 0.8873  -0.902
C: -3.1784 3.4927 1.1933  -0.837
N: -2.8855 2.4129 0.2547  0.532
C: -3.5890 2.4551 -1.0239  -1.457
C: -2.7452 2.9224 -2.2033  -0.102
C: -1.9884 1.4259 0.5178  0.762
C: -1.3427 1.4301 1.8728  -1.626
N: -1.6943 0.4702 -0.3046  0.718
H: -2.6229 5.5346 1.6399  0.426
H: -2.6903 5.1785 -0.0864  0.304
H: -1.3365 4.5817 0.8828  0.074
H: -4.2541 3.6781 1.1565  0.476
H: -2.9627 3.1643 2.2051  0.346
H: -4.4290 3.1375 -0.8943  0.309
H: -4.0195 1.4719 -1.2355  0.609
H: -2.2935 3.8949 -2.0025  0.340
H: -3.3716 3.0133 -3.0917  0.506
H: -1.9555 2.2134 -2.4413  -0.522
H: -2.0853 1.2054 2.6411  0.521
H: -0.8893 2.3917 2.1066  0.493
H: -0.5786 0.6612 1.9148  -0.268
H: -2.1951 0.5083 -1.1924  -0.742

Cartesian forces (eV/Å) of the 6 atoms listed first:
-1.69 1.06 -0.43
-0.01 -0.01 -0.01
0.00 -0.09 0.01
0.03 0.10 0.01
0.11 -0.04 -0.03
-0.12 -0.03 0.05

Values from the calculation:
LUMO level, eV: -0.48
Energy relative to the best compared isomer or geometry (same formula, charge and spin), kJ/mol: 116.3